C29H19Br2IrN3O5PS2 as an isolated structure. Source: the Open Molecules 2025 dataset; level of theory: ωB97M-V/def2-TZVPD.

Output
⟨S²⟩: 6.01
Multiplicity: 5
Net charge: 0
Highest occupied orbital energy (spin up / spin down): -0.3004 / -0.3046 hartree
LUMO level (spin up / spin down): -1.2308 / -2.4915 eV
Gap between HOMO and LUMO (spin up / spin down): 6.942 / 5.798 eV
Energy above the lowest of the compared OMol25 structures with the same formula, charge and spin: 44.7 kJ/mol
Molecular weight: 936.62 Da

Each line ends with the natural charge from an NBO analysis.
Positions of all 62 atoms, in Å:
Ir 0.19480 0.61060 0.95917  1.55
O -1.72350 4.97130 5.08817  -0.64
C -1.49460 4.05450 4.13617  0.36
C -1.18850 4.40560 2.82167  -0.30
C -0.87350 3.39990 1.93137  0.14
N -0.87040 2.12750 2.27457  -0.51
C -1.21620 1.76060 3.50447  0.10
C -1.54540 2.69470 4.46937  -0.28
C -1.11350 0.23250 3.75597  0.74
O -1.47700 -0.20750 4.82707  -0.61
O -0.60340 -0.40910 2.78877  -0.74
C -0.46200 3.69910 0.46537  0.75
O -0.60140 4.83740 0.06857  -0.64
O -0.00380 2.69610 -0.13773  -0.72
H -1.60550 5.86610 4.73677  0.49
H -1.17480 5.43020 2.48137  0.25
H -1.81050 2.38400 5.46767  0.26
Br 6.04300 1.00130 4.80867  0.11
C 4.44020 1.01220 3.79807  -0.02
C 3.21530 1.19390 4.42797  -0.27
C 2.08510 1.20230 3.63497  0.10
N 2.11460 1.09680 2.31697  -0.48
C 3.29590 0.93520 1.70307  0.19
C 4.48850 0.86360 2.42427  -0.25
C 3.26100 0.91190 0.23917  0.19
C 4.41430 1.09990 -0.52083  -0.26
C 4.30260 1.09600 -1.90013  -0.02
Br 5.86210 1.23140 -2.95773  0.11
C 3.05200 0.99690 -2.48853  -0.26
C 1.95760 0.84150 -1.65573  0.15
N 2.06080 0.74790 -0.33873  -0.49
H 3.13850 1.33030 5.49297  0.25
H 1.11850 1.32600 4.09777  0.22
H 5.43310 0.70640 1.93267  0.24
H 5.37660 1.24630 -0.05823  0.24
H 2.93350 1.02760 -3.55633  0.25
H 0.96140 0.79660 -2.07083  0.25
S 1.17200 -2.12500 -1.99823  -0.63
P -0.79050 -1.87560 -1.82663  1.13
S -1.46710 -0.38100 -0.59533  -0.49
C -1.61990 -3.43890 -1.36973  -0.30
C -2.31610 -3.59440 -0.18103  -0.22
C -2.95060 -4.79920 0.07477  -0.21
C -2.88010 -5.83300 -0.84503  -0.20
C -2.16280 -5.67660 -2.02233  -0.20
C -1.52940 -4.47810 -2.28903  -0.22
C -1.57030 -1.47150 -3.43373  -0.30
C -0.83350 -1.44030 -4.60753  -0.23
C -1.45570 -1.08200 -5.79193  -0.21
C -2.80110 -0.75080 -5.79923  -0.20
C -3.53930 -0.81070 -4.62673  -0.20
C -2.92930 -1.17590 -3.44193  -0.22
H -2.35760 -2.78120 0.53207  0.24
H -3.49800 -4.93110 0.99637  0.22
H -3.37670 -6.76990 -0.64193  0.21
H -2.09400 -6.48850 -2.72983  0.21
H -0.95810 -4.33750 -3.19843  0.23
H 0.21720 -1.69860 -4.58863  0.24
H -0.88930 -1.05090 -6.71003  0.21
H -3.27500 -0.44050 -6.71913  0.22
H -4.58970 -0.56120 -4.63613  0.22
H -3.49020 -1.22480 -2.51873  0.23

=====

One molecule with the formula C14H18N4O4. Source: the Open Molecules 2025 dataset; level of theory: ωB97M-V/def2-TZVPD.

Output
Net charge: 0
Highest occupied orbital energy: -0.2833 hartree
LUMO level: 0.4104 eV
Gap between HOMO and LUMO: 8.120 eV
SMILES: COc1ccc(Cc2nnc(NCCO)[nH]c2=O)cc1OC
Energy above the lowest of the compared OMol25 structures with the same formula, charge and spin: 250.2 kJ/mol
Molecular weight: 306.32 Da

Each line ends with the natural charge from an NBO analysis.
Positions of all 40 atoms, in Å:
C -3.63544 -1.15863 -3.47884  -0.25
O -2.74037 -0.08204 -3.37591  -0.53
C -2.39957 0.37664 -2.12175  0.27
C -2.91466 -0.17120 -0.95286  -0.30
C -2.56011 0.31012 0.29400  -0.22
C -1.67636 1.37052 0.40329  -0.01
C -1.25142 1.87637 1.76001  -0.45
C -0.11204 1.02117 2.22303  0.09
N -0.35459 -0.00914 2.96283  -0.17
N 0.60214 -0.85438 3.32977  -0.37
C 1.83009 -0.64877 2.94029  0.59
N 2.78622 -1.50703 3.38667  -0.59
C 4.02003 -1.78243 2.68700  -0.24
C 3.79648 -2.62728 1.41672  -0.08
O 2.95998 -1.99442 0.48584  -0.71
N 2.17818 0.43952 2.19683  -0.60
C 1.23409 1.37222 1.77164  0.62
O 1.57815 2.34321 1.13203  -0.60
C -1.14784 1.91526 -0.75382  -0.24
C -1.48976 1.44445 -2.01868  0.25
O -0.87101 2.11198 -3.03578  -0.50
C -1.07183 1.75754 -4.38361  -0.24
H -4.61500 -0.91432 -3.05449  0.18
H -3.74412 -1.34263 -4.54725  0.20
H -3.24353 -2.06013 -2.99616  0.18
H -3.60879 -0.99423 -1.00719  0.22
H -2.96917 -0.14651 1.18161  0.22
H -0.91358 2.91001 1.68534  0.24
H -2.07310 1.78963 2.46971  0.24
H 2.36592 -2.30311 3.84727  0.41
H 4.67759 -2.32654 3.36780  0.22
H 4.51190 -0.84005 2.42783  0.18
H 3.28079 -3.55274 1.68532  0.18
H 4.76979 -2.88146 0.97633  0.17
H 3.41524 -1.24680 0.08196  0.47
H 3.14136 0.62184 1.94061  0.41
H -0.43771 2.72573 -0.70405  0.24
H -0.75674 0.73133 -4.58538  0.18
H -2.11425 1.87964 -4.68547  0.18
H -0.44693 2.44667 -4.95250  0.19

=====

One molecule with the formula C4H8N2O2. Source: the Open Molecules 2025 dataset; level of theory: ωB97M-V/def2-TZVPD.

Output
Net charge: 0
Highest occupied orbital energy: -0.3427 hartree
LUMO level: 0.7935 eV
Gap between HOMO and LUMO: 10.119 eV
SMILES: O=NN1CCOCC1
Energy above the lowest of the compared OMol25 structures with the same formula, charge and spin: 374.5 kJ/mol
Molecular weight: 116.12 Da

Each line ends with the natural charge from an NBO analysis.
Positions of all 16 atoms, in Å:
O -2.38438 0.76223 1.79209  -0.42
N -1.15898 0.83679 1.87712  0.24
N -0.51557 0.20173 0.89695  -0.22
C 0.93577 0.16721 0.89524  -0.26
C 1.46946 0.68745 -0.44754  -0.07
O 0.68301 0.27100 -1.57131  -0.52
C -0.19732 -0.78558 -1.28228  -0.08
C -1.22511 -0.41973 -0.21204  -0.28
H 1.27481 -0.86991 1.06405  0.20
H 1.26872 0.78797 1.71416  0.24
H 1.46600 1.79163 -0.46858  0.19
H 2.48556 0.32505 -0.60197  0.18
H -0.70742 -1.03221 -2.22192  0.21
H 0.33279 -1.68508 -0.97421  0.16
H -1.97760 0.28468 -0.60397  0.23
H -1.74974 -1.32323 0.14421  0.21

=====

C5H13NO4 as an isolated structure. Source: the Open Molecules 2025 dataset; level of theory: ωB97M-V/def2-TZVPD.

Output
Net charge: 0
Highest occupied orbital energy: -0.3254 hartree
LUMO level: 0.2672 eV
Gap between HOMO and LUMO: 9.123 eV
Energy above the lowest of the compared OMol25 structures with the same formula, charge and spin: 427.5 kJ/mol
Molecular weight: 151.16 Da

Each line ends with the natural charge from an NBO analysis.
Positions of all 23 atoms, in Å:
C 2.07719 -4.62440 -2.86083  -0.62
C 2.78827 -3.30187 -2.68333  -0.06
O 1.88601 -2.35042 -2.16356  -0.55
C 2.47619 -1.10473 -1.89692  -0.15
C 1.42827 -0.14572 -1.37453  0.02
H 1.69339 -4.99185 -1.89883  0.22
H 1.23613 -4.52526 -3.56081  0.21
H 2.77636 -5.37105 -3.26068  0.22
H 3.64871 -3.41897 -1.99828  0.16
H 3.18696 -2.93701 -3.64825  0.16
H 3.28220 -1.19763 -1.14692  0.21
H 2.91083 -0.68651 -2.82411  0.18
H 1.90069 0.83700 -1.54024  0.24
H 0.72802 -0.79854 -0.82048  0.24
O 0.58193 2.72622 1.20393  -0.66
C 0.31231 1.57795 0.89084  0.84
N -0.96439 1.42105 0.11315  -0.86
O 1.15198 0.64832 0.70563  -0.74
H -0.78879 1.03638 -1.17279  0.50
H -1.47890 0.59169 0.40250  0.41
H -1.53677 2.26112 0.07726  0.42
O 0.00272 0.32919 -2.41116  -0.88
H -0.29224 -0.53543 -2.71344  0.47

=====

Question: Number 3 is which compound?
Answer: C4H8N2O2

=====

Question: net charge of number 4 (C5H13NO4)?
Answer: 0

=====

Question: Look up the energy above the lowest of the compared OMol25 structures with the same formula, charge and spin of the fourth one.
Answer: 427.5 kJ/mol